No. 1
Entry from OMol25: C12H30N2O4Rb as an isolated structure at a distorted geometry (ωB97M-V/def2-TZVPD).

Structure (XYZ):
```
49
Properties=species:S:1:pos:R:3:lowdin_charge:R:1
Rb -1.1351 2.1676 -1.1174 0.85
C -1.6920 -2.6156 -3.6807 -0.10
O -2.1542 -2.0392 -2.4691 -0.22
C -3.2906 -2.7576 -1.9956 -0.21
C -3.7714 -2.5378 -0.5305 -0.18
N -4.2820 -1.1528 -0.3827 -0.06
C -4.7827 -0.9898 0.9930 -0.23
C -5.5158 0.2882 1.3706 -0.15
O -4.5639 1.4462 1.3553 -0.22
C -5.2662 2.6847 1.3534 -0.12
H -1.1448 -3.5102 -3.3835 0.09
H -0.9100 -1.9459 -4.0385 0.09
H -2.5546 -2.9251 -4.2707 0.09
H -3.0396 -3.8113 -2.1175 0.12
H -4.0245 -2.5178 -2.7649 0.12
H -2.9611 -2.7678 0.1614 0.12
H -4.5669 -3.2371 -0.2730 0.12
H -5.0321 -1.1681 -1.0588 0.10
H -3.9150 -1.1662 1.6286 0.12
H -5.4643 -1.8110 1.2147 0.12
H -5.7808 0.0710 2.4053 0.13
H -6.3303 0.3260 0.6473 0.13
H -5.7332 2.7186 2.3377 0.09
H -6.1073 2.6093 0.6642 0.08
H -4.6836 3.5774 1.1257 0.08
C 6.8507 2.1896 -0.0381 -0.07
O 5.5080 2.4509 -0.4177 -0.23
C 5.0759 1.8916 -1.6368 -0.22
C 4.6471 0.4383 -1.3879 -0.19
N 3.6799 0.6102 -0.3095 -0.07
C 3.3342 -0.6080 0.4158 -0.19
C 2.9707 -0.2493 1.9173 -0.20
O 1.7749 0.5562 2.0086 -0.22
C 1.5752 1.2310 3.3234 -0.05
H 6.8861 2.3125 1.0443 0.10
H 7.4665 2.8612 -0.6363 0.09
H 7.0554 1.1807 -0.3965 0.08
H 5.8354 1.8750 -2.4184 0.12
H 4.3354 2.5445 -2.0988 0.12
H 5.4476 -0.2044 -1.0216 0.11
H 4.2670 -0.0526 -2.2838 0.12
H 4.1103 1.1998 0.3885 0.09
H 4.0318 -1.4441 0.4639 0.11
H 2.4464 -0.9906 -0.0879 0.10
H 3.8611 0.2435 2.3078 0.11
H 2.9271 -1.0407 2.6655 0.12
H 2.5591 1.5307 3.6842 0.08
H 1.2266 0.5140 4.0667 0.08
H 0.8295 2.0245 3.2731 0.08
```

Properties
- M: 351.85 g mol⁻¹
- Kohn-Sham gap: 7.551 eV
- Total charge: +1
- Highest occupied orbital energy: -10.970 eV
- Energy: -24746.57936 eV
- Energy relative to the best compared isomer or geometry (same formula, charge and spin): 284.34 kJ/mol

No. 2
Entry from OMol25: an isolated ion of composition C4H9N2O and charge +1 at a distorted geometry (ωB97M-V/def2-TZVPD).

Structure (XYZ):
```
16
Properties=species:S:1:pos:R:3:lowdin_charge:R:1
C 0.1569 -1.2573 -0.1216 0.00
C -0.7396 -0.0576 -0.4890 -0.35
C 1.9110 0.0487 0.5202 -0.17
C -2.1469 -0.3074 0.1490 -0.02
N 1.3201 -1.1304 0.3530 0.17
N 0.0062 1.1391 -0.1799 0.10
O 2.7855 0.4550 -0.3545 0.15
H -0.3239 -2.1861 -0.3043 0.13
H -0.9143 0.0125 -1.5547 0.15
H 2.0569 0.3570 1.5312 0.16
H -2.9704 0.2743 -0.2822 0.09
H -2.1223 -0.2003 1.2423 0.09
H -2.3428 -1.4298 0.0569 0.10
H 0.1255 1.7291 -1.0924 0.18
H -0.3641 1.6554 0.5064 0.06
H 3.5623 0.8979 0.0197 0.16
```

Properties
- M: 101.13 g mol⁻¹
- Kohn-Sham gap: 11.281 eV
- Total charge: +1
- SMILES string: C[C@@H](N)C=[N+]=CO
- Highest occupied orbital energy: -15.261 eV
- Energy: -9313.44362 eV
- Energy relative to the best compared isomer or geometry (same formula, charge and spin): 248.18 kJ/mol

No. 3
Entry from OMol25: a 3-piece molecular cluster, C2H7OS2 overall at a distorted geometry (ωB97M-V/def2-TZVPD).

Structure (XYZ):
```
12
Properties=species:S:1:pos:R:3:lowdin_charge:R:1
C 2.0393 0.2898 1.6245 -0.23
O 3.0706 0.1506 2.2649 -0.02
H 1.9547 1.2439 1.0302 0.06
H 1.4862 -4.5042 -1.5161 0.00
H 1.3837 -0.4757 1.2104 0.02
C -2.2094 1.6301 -1.0630 -0.39
S -0.6546 1.0989 -0.1559 0.32
S -1.1053 0.7360 1.7732 0.16
H -2.6393 2.2339 -0.2616 0.01
H -2.7091 0.6758 -1.3475 0.04
H -1.9895 2.1564 -1.9692 0.02
H 1.3728 -5.2355 -1.5900 0.00
```

Properties
- M: 111.21 g mol⁻¹
- Multiplicity: 2
- Kohn-Sham gap (spin up / spin down): 9.502 / 7.380 eV
- Highest occupied orbital energy (spin up / spin down): -9.109 / -9.448 eV
- Energy: -25902.62274 eV
- Energy relative to the best compared isomer or geometry (same formula, charge and spin): 51.74 kJ/mol